This record from the OMol25 dataset describes a structure of composition C5H9N3O2 at a distorted geometry. The level of theory is the ωB97M-V functional and the def2-TZVPD basis.

Cartesian coordinates (Å):
C  -0.209890  -1.688601  0.945151
C  -0.429124  -0.283534  0.273826
C  0.657372  0.761673  0.391635
C  -0.175712  1.718365  -1.710925
C  -0.604405  0.377868  -2.120658
H  0.444857  -0.831909  3.075486
H  1.608206  -1.412936  2.067683
H  -1.006392  -2.015232  1.498248
H  0.170777  -2.387084  0.494267
H  -1.606973  0.244721  0.777549
H  1.548597  0.204164  0.042853
H  0.361798  1.264266  1.240656
H  0.960948  2.787727  -0.244248
H  -0.912821  -1.230734  -1.505208
N  0.603224  -1.639593  2.206584
N  0.269294  1.887609  -0.480561
N  -0.601065  -0.580487  -1.130230
O  -0.124976  2.639654  -2.536708
O  -0.953713  0.184063  -3.285400

Forces on atoms 1 to 3 (eV/Å):
C -1.642 9.809 7.464
C -4.069 -0.967 0.250
C -2.100 -1.112 -2.589

Charge   0
Highest occupied orbital energy   -9.78 eV
Calculated total energy   -510.4825 Ha
Spin multiplicity   1
HOMO-LUMO gap   0.371 Ha
E_LUMO   0.314 eV
Energy relative to the best compared isomer or geometry (same formula, charge and spin)   544.8 kJ/mol



This record from the OMol25 dataset describes the molecule C5H9N3O4S at a distorted geometry. The level of theory is the ωB97M-V functional and the def2-TZVPD basis.

Cartesian coordinates (Å):
C  -0.236552  -0.646780  -0.831553
C  -0.395392  -0.369824  1.891943
C  -1.562525  -0.809716  -0.729712
C  1.468079  1.266196  1.096430
C  1.559613  0.679846  2.447007
N  -1.561636  -0.560138  1.646341
N  -2.170529  -0.776901  0.531909
N  -2.510242  -1.080926  -1.705729
O  1.640280  0.593704  -2.100064
O  -0.444941  -0.020488  -3.393195
O  2.594133  0.752881  0.400621
O  0.676944  -0.480244  2.557940
S  0.526066  -0.335937  -2.342749
H  1.381271  2.373641  1.240252
H  0.487590  0.997941  0.706069
H  1.213628  1.377694  3.258224
H  2.539420  0.253426  2.600685
H  -3.156274  -0.686484  0.447731
H  -2.132202  -0.943574  -2.677273
H  -3.322829  -0.564845  -1.619490
H  2.343527  0.564397  -0.621395
H  1.062570  -1.583870  -2.803990

Forces on atoms 1 to 3 (eV/Å):
C 0.171 -0.179 0.817
C 0.356 -1.088 -1.142
C 1.984 0.133 -1.363

Charge   0
Highest occupied orbital energy   -8.26 eV
Calculated total energy   -1059.0851 Ha
Spin multiplicity   1
HOMO-LUMO gap   0.294 Ha
E_LUMO   -0.275 eV
Energy relative to the best compared isomer or geometry (same formula, charge and spin)   563.2 kJ/mol



This record from the OMol25 dataset describes the molecule C5H9N3S at a distorted geometry. The level of theory is the ωB97M-V functional and the def2-TZVPD basis.

Cartesian coordinates (Å):
N  -2.977918  0.038524  1.302139
C  -2.803884  0.314134  -0.166081
C  -1.801657  -0.488263  -0.834865
C  -0.438644  -0.018463  -0.451429
C  0.091381  1.195407  -0.417169
N  1.420099  1.378304  -0.071195
C  2.046262  0.207141  0.139683
N  3.291527  0.034051  0.565714
S  0.870765  -1.160268  -0.103713
H  -2.303999  0.391957  1.627914
H  -3.146543  -0.875138  1.465172
H  -3.713017  0.196515  -0.518513
H  -2.674074  1.207862  -0.364705
H  -1.860874  -1.445984  -0.732704
H  -1.749419  -0.269614  -1.861627
H  -0.608932  2.159381  -0.727820
H  3.886452  0.783346  0.382613
H  3.541465  -0.999933  0.191636

Forces on atoms 1 to 3 (eV/Å):
N -10.706 -1.412 -8.322
C -0.500 -7.333 4.721
C 2.651 4.789 -0.852

Charge   0
Structure (SMILES)   NCCc1cnc(N)s1
Highest occupied orbital energy   -8.13 eV
Calculated total energy   -758.2368 Ha
Spin multiplicity   1
HOMO-LUMO gap   0.317 Ha
E_LUMO   0.504 eV
Energy relative to the best compared isomer or geometry (same formula, charge and spin)   300.9 kJ/mol



This record from the OMol25 dataset describes the molecule C5H9N3S at a distorted geometry. The level of theory is the ωB97M-V functional and the def2-TZVPD basis.

Cartesian coordinates (Å):
C  1.066654  2.119096  0.211729
S  2.002463  0.564197  0.048612
C  0.592717  -0.477972  0.555505
C  1.165399  -2.113886  0.392492
N  -0.681735  -0.344403  -0.025935
C  -1.038804  -0.623862  -1.282797
N  -2.182892  -0.022047  -1.526084
C  -2.449732  0.599214  -0.318438
N  -1.636912  0.328903  0.584053
H  0.186193  2.245862  -0.422858
H  1.726634  2.889148  -0.067721
H  0.745271  2.252620  1.299835
H  0.415763  -0.323030  1.610851
H  2.070625  -2.015925  -0.095350
H  1.302838  -2.575600  1.366027
H  0.438129  -2.750452  -0.136020
H  -0.404221  -0.994855  -1.993494
H  -3.318384  1.242995  -0.200415

Forces on atoms 1 to 3 (eV/Å):
C -0.713 -0.342 1.725
S -1.717 0.328 -0.381
C 1.957 -4.258 1.226

Charge   0
Structure (SMILES)   CS[C@H](C)n1cncn1
Highest occupied orbital energy   -9.21 eV
Calculated total energy   -758.3235 Ha
Spin multiplicity   1
HOMO-LUMO gap   0.367 Ha
E_LUMO   0.766 eV
Energy relative to the best compared isomer or geometry (same formula, charge and spin)   73.3 kJ/mol



This record from the OMol25 dataset describes the ion C5H9N4O with charge +1. The level of theory is the ωB97M-V functional and the def2-TZVPD basis.

Cartesian coordinates (Å):
C  -0.316917  -1.828684  -0.866745
C  1.654123  0.419253  0.535587
C  -1.397423  -0.503444  0.743405
C  1.007563  -1.821963  -0.355178
C  -0.492921  1.610688  -0.167910
N  -1.400731  -1.308479  -0.432823
N  1.713465  -0.890024  0.297009
N  -1.497275  0.872364  0.271376
N  0.809217  1.397296  0.010223
O  -0.725371  2.747268  -0.811917
H  -0.459398  -2.483276  -1.719701
H  2.527859  0.838327  1.006340
H  -2.301924  -0.721484  1.317398
H  -0.526180  -0.610439  1.402344
H  1.566674  -2.725301  -0.546169
H  2.595024  -1.267939  0.641496
H  -2.424347  1.104843  -0.067774
H  1.327392  2.229429  -0.270523
H  -1.658831  2.941563  -0.986439

Forces on atoms 1 to 3 (eV/Å):
C -0.481 0.105 0.080
C 0.358 -0.499 0.512
C 0.372 -0.392 0.161

Charge   +1
Highest occupied orbital energy   -11.46 eV
Calculated total energy   -489.8752 Ha
Spin multiplicity   1
HOMO-LUMO gap   0.282 Ha
E_LUMO   -3.777 eV
Energy relative to the best compared isomer or geometry (same formula, charge and spin)   251.8 kJ/mol



This record from the OMol25 dataset describes the ion C5H9N4O with charge +1 at a distorted geometry. The level of theory is the ωB97M-V functional and the def2-TZVPD basis.

Cartesian coordinates (Å):
O  1.817194  -0.221894  -2.210270
C  1.199056  0.739318  -1.869790
N  1.085926  1.985723  -2.440809
N  0.434785  2.842510  -1.632602
N  0.029346  2.321376  -0.603408
C  0.310695  0.894984  -0.607504
C  -0.987719  0.062257  -0.701442
C  -0.744110  -1.105442  0.251349
C  0.030643  -0.446432  1.380064
N  0.987686  0.432898  0.643529
H  1.504813  2.311132  -3.301630
H  -1.186322  -0.264458  -1.720489
H  -1.821622  0.680000  -0.364240
H  -1.676051  -1.548752  0.591438
H  -0.146989  -1.879469  -0.231860
H  -0.625497  0.181827  1.984301
H  0.563876  -1.145756  2.021719
H  1.289649  1.236712  1.207767
H  1.817109  -0.115046  0.372329

Forces on atoms 1 to 3 (eV/Å):
O 0.165 -0.289 -0.072
C -0.113 0.172 0.593
N 0.280 -0.956 -0.376

Charge   +1
Structure (SMILES)   O=C1NN=N[C@@]12CCC[NH2+]2
Highest occupied orbital energy   -14.20 eV
Calculated total energy   -489.9061 Ha
Spin multiplicity   1
HOMO-LUMO gap   0.370 Ha
E_LUMO   -4.132 eV
Energy relative to the best compared isomer or geometry (same formula, charge and spin)   170.7 kJ/mol



This record from the OMol25 dataset describes a cluster of 2 separate species, C5H9N4O in total at a distorted geometry. The level of theory is the ωB97M-V functional and the def2-TZVPD basis.

Cartesian coordinates (Å):
C  1.120312  2.374503  0.465526
C  -0.432069  0.743698  0.310238
C  -1.638480  0.977206  1.153201
C  -1.093108  -1.162863  -0.951090
C  1.286569  -0.171648  -1.030723
N  0.814157  3.308732  -0.311222
N  0.617030  4.164022  -1.028914
N  -1.807592  2.131219  1.807591
N  -0.090326  -0.113823  -0.507079
O  -2.433728  0.037254  1.206612
H  1.295960  2.567410  1.623649
H  -0.603094  -2.226967  -0.730387
H  -1.978687  -0.867730  -0.427868
H  -1.070939  -1.026380  -2.021207
H  1.390044  -1.036726  -1.516446
H  1.399866  0.696786  -1.701540
H  1.967246  -0.031247  -0.299827
H  -1.218774  2.992921  1.757086
H  -2.538091  2.259241  2.522245

Forces on atoms 1 to 3 (eV/Å):
C -1.165 -4.248 4.379
C 3.143 5.525 1.271
C -2.023 -1.469 0.198

Charge   +1
Highest occupied orbital energy (spin up / spin down)   -13.24 / -13.25 eV
Calculated total energy   -489.7259 Ha
Spin multiplicity   1
HOMO-LUMO gap (spin up / spin down)   0.281 / 0.281 Ha
E_LUMO (spin up / spin down)   -5.599 / -5.599 eV
Energy relative to the best compared isomer or geometry (same formula, charge and spin)   643.6 kJ/mol



This record from the OMol25 dataset describes a cluster of 2 separate species, C5H9N7S in total at a distorted geometry. The level of theory is the ωB97M-V functional and the def2-TZVPD basis.

Cartesian coordinates (Å):
C  -1.631964  -1.645695  2.302139
N  -2.121278  -1.267487  1.000633
C  -1.631533  -0.219389  0.326232
N  -0.623945  0.503954  0.701994
C  -0.430000  1.562923  -0.147158
N  0.673983  2.376039  0.059901
C  -1.293231  1.638768  -1.188745
S  -2.425607  0.319695  -1.146788
H  -1.129863  -0.778303  2.727878
H  -2.474230  -1.932112  2.928924
H  -0.922914  -2.475015  2.243699
H  -2.793406  -1.852838  0.540027
H  0.588148  3.283471  -0.376368
H  0.935945  2.440433  1.033640
H  -1.324788  2.342239  -1.992842
C  2.513592  0.031139  -1.739767
N  3.270178  -0.883609  -2.286190
N  3.081906  -1.994876  -1.581432
N  2.257558  -1.808727  -0.639236
N  1.867805  -0.534843  -0.691288
H  2.422138  1.050356  -2.039517
H  1.191508  -0.156123  -0.035736

Forces on atoms 1 to 3 (eV/Å):
C 0.172 -0.082 0.102
N -0.106 -0.224 0.016
C -0.657 0.095 -0.791

Charge   0
Structure (SMILES)   CNc1nc(N)cs1.c1nnn[nH]1
Highest occupied orbital energy   -7.98 eV
Calculated total energy   -977.3826 Ha
Spin multiplicity   1
HOMO-LUMO gap   0.311 Ha
E_LUMO   0.494 eV
Energy relative to the best compared isomer or geometry (same formula, charge and spin)   0.0 kJ/mol



This record from the OMol25 dataset describes the ion C5H9NO with charge -1 at a distorted geometry. The level of theory is the ωB97M-V functional and the def2-TZVPD basis.

Cartesian coordinates (Å):
O  1.470296  1.448225  1.310114
C  0.530301  0.945215  0.676368
C  0.271049  -0.453042  0.625950
C  -0.278297  -0.892786  -0.789767
C  -1.655865  -0.371024  -1.247021
C  -2.000272  0.777945  -1.821650
N  1.476081  -1.202129  1.007468
H  0.173717  1.472438  -0.095693
H  -0.382372  -0.563124  1.442754
H  -0.554048  -1.761163  -0.263289
H  0.700287  -0.871548  -1.456935
H  -2.180920  -1.214984  -1.046102
H  -3.021127  0.834309  -2.061071
H  -1.396277  1.603573  -1.835918
H  1.291945  -2.075873  1.362886
H  2.072360  -0.632373  1.756899

Forces on atoms 1 to 3 (eV/Å):
O 2.347 1.269 2.494
C 0.919 -0.271 0.309
C 1.474 0.455 -0.430

Charge   -1
Highest occupied orbital energy (spin up / spin down)   0.75 / -3.31 eV
Calculated total energy   -325.7435 Ha
Spin multiplicity   2
HOMO-LUMO gap (spin up / spin down)   0.121 / 0.268 Ha
E_LUMO (spin up / spin down)   4.034 / 3.982 eV
Energy relative to the best compared isomer or geometry (same formula, charge and spin)   315.1 kJ/mol



This record from the OMol25 dataset describes a structure of composition C5H9NO at a distorted geometry. The level of theory is the ωB97M-V functional and the def2-TZVPD basis.

Cartesian coordinates (Å):
C  0.622142  1.151206  3.213637
C  -0.190626  -0.184052  0.902144
C  0.051716  1.011806  -1.313845
C  -0.328691  -1.478404  -1.162726
C  -0.623161  -0.111639  -0.532400
N  0.720472  0.471195  1.483272
O  1.065750  0.418654  3.992601
H  -0.709670  -0.918054  1.508109
H  1.130041  0.867738  -1.331776
H  -0.170754  1.979587  -0.869877
H  -0.306945  1.017797  -2.339404
H  -0.681579  -1.505085  -2.190118
H  -0.815825  -2.275289  -0.604088
H  0.741849  -1.672483  -1.157958
H  -1.709086  0.043604  -0.541081
H  1.204368  1.183419  0.943510

Forces on atoms 1 to 3 (eV/Å):
C 0.234 0.451 2.564
C 0.146 0.177 -0.269
C -0.232 -0.171 0.254

Charge   0
Highest occupied orbital energy   -8.61 eV
Calculated total energy   -325.8497 Ha
Spin multiplicity   1
HOMO-LUMO gap   0.347 Ha
E_LUMO   0.823 eV
Energy relative to the best compared isomer or geometry (same formula, charge and spin)   230.7 kJ/mol



This record from the OMol25 dataset describes a cluster of 2 separate species, C5H9NO in total at a distorted geometry. The level of theory is the ωB97M-V functional and the def2-TZVPD basis.

Cartesian coordinates (Å):
C  2.657127  0.371050  0.125845
O  1.285286  0.629081  0.285465
C  0.566787  -0.540133  0.594447
C  -0.853724  -0.160978  0.889771
C  -2.177006  0.673311  -1.340346
C  -1.892485  -0.956562  0.500173
N  -2.807502  -1.371351  -0.133447
H  3.144235  1.324090  -0.091191
H  2.844097  -0.326080  -0.705974
H  3.096926  -0.057324  1.040441
H  1.025028  -1.034710  1.471108
H  0.607262  -1.262905  -0.238780
H  -1.020229  0.558081  1.687956
H  -2.636860  0.915586  -0.404901
H  -2.406505  1.320045  -2.189270
H  -1.432439  -0.081198  -1.491295

Forces on atoms 1 to 3 (eV/Å):
C 0.361 -0.028 -0.051
O -0.119 0.036 0.053
C -0.101 -0.126 -0.122

Charge   0
Highest occupied orbital energy (spin up / spin down)   -9.04 / -8.75 eV
Calculated total energy   -325.7211 Ha
Spin multiplicity   1
HOMO-LUMO gap (spin up / spin down)   0.337 / 0.284 Ha
E_LUMO (spin up / spin down)   0.134 / -1.019 eV
Energy relative to the best compared isomer or geometry (same formula, charge and spin)   568.4 kJ/mol



This record from the OMol25 dataset describes a cluster of 2 separate species, C5H9NO in total. The level of theory is the ωB97M-V functional and the def2-TZVPD basis.

Cartesian coordinates (Å):
C  -2.065953  -0.359176  1.473886
C  0.696141  0.550848  -0.228977
C  0.147205  0.236082  -1.562268
C  2.023628  -0.022265  -0.002595
O  2.494242  -0.984843  -0.926497
C  -2.662498  0.923582  1.115226
N  -3.108894  1.952006  0.837625
H  -0.980209  -0.238858  1.454206
H  -2.389919  -0.673448  2.466699
H  -2.352097  -1.125059  0.752898
H  -0.902534  0.514978  -1.684445
H  0.346715  -0.786889  -1.908760
H  0.737901  0.877476  -2.241727
H  2.638099  0.904306  -0.019946
H  2.091046  -0.373982  1.037150
H  3.287132  -1.394753  -0.562482

Forces on atoms 1 to 3 (eV/Å):
C 0.055 -0.012 -0.020
C 0.251 -0.131 -0.279
C -0.125 -0.022 0.147

Charge   0
Highest occupied orbital energy   -8.69 eV
Calculated total energy   -325.7604 Ha
Spin multiplicity   1
HOMO-LUMO gap   0.320 Ha
E_LUMO   0.017 eV
Energy relative to the best compared isomer or geometry (same formula, charge and spin)   465.2 kJ/mol